Record 1
{"formula": "H4O2P2S", "method": "ωB97M-V/def2-TZVPD", "elements": ["O", "O", "P", "P", "S", "H", "H", "H", "H"], "coordinates": [[-0.768998, -1.093632, 0.369910], [-0.531605, 1.166940, -0.576821], [1.707345, -0.731133, -0.232485], [-1.612887, 0.029070, -0.118104], [0.841731, 1.095187, 0.341499], [3.030750, -0.041909, -0.029488], [1.711208, -1.378936, 0.937653], [-2.191010, 0.917157, 0.662543], [-2.186536, 0.037259, -1.354711]], "atomic_forces_ev_per_a": [[-2.472, -0.565, 0.101], [-0.174, 0.038, -0.853], [1.699, 1.848, -1.712], [4.397, -0.178, -1.063], [0.969, 0.840, 0.519], [-1.053, -0.989, -0.155], [-0.044, -0.817, 1.689], [-2.135, 0.488, 1.953], [-1.189, -0.665, -0.478]], "mulliken_charge": [-0.55, -0.35, 0.00, 0.64, 0.00, 0.05, 0.06, 0.08, 0.07], "largest_force_ev_per_a": 4.5, "e_above_lowest_kcal_mol": 11.11, "molar_mass_g_mol": 130.045, "homo_lumo_gap_ev": 9.0, "total_charge": 0}

***

Record 2
{"formula": "H4OS", "method": "ωB97M-V/def2-TZVPD", "elements": ["O", "H", "H", "S", "H", "H"], "coordinates": [[-1.273870, 3.636579, -2.539839], [-1.116810, 4.482048, -3.018139], [-0.411530, 3.428649, -2.113939], [-0.464550, 1.292170, -0.821280], [-0.347700, 2.129439, -1.868679], [0.293880, 2.082199, -0.038740]], "atomic_forces_ev_per_a": [[0.865, 1.206, -0.413], [-0.182, -0.826, 0.408], [-0.974, 1.256, -0.531], [0.321, -0.037, 0.158], [0.051, -1.447, 0.426], [-0.082, -0.151, -0.048]], "mulliken_charge": [-0.58, 0.30, 0.30, -0.25, 0.09, 0.14], "largest_force_ev_per_a": 1.7, "e_above_lowest_kcal_mol": 14.25, "molar_mass_g_mol": 52.098, "homo_lumo_gap_ev": 10.4, "total_charge": 0, "smiles": "O.S"}